Record 1
Molecular formula: C6H12O
Method: DFT, the ωB97M-V functional and the def2-TZVPD basis

The geometry in XYZ format:
```
19
Properties=species:S:1:pos:R:3:forces:R:3
C -0.324 1.477 -0.819 -0.641 0.503 0.309
O -0.052 2.459 -1.626 0.234 -0.131 0.098
C 0.443 1.537 0.511 0.652 -0.663 0.382
C -0.193 0.486 1.482 -1.628 -0.492 -0.436
C -0.266 -0.861 0.927 -0.004 0.339 -1.222
C 0.850 -1.667 0.617 1.293 -0.231 1.009
C 0.840 -2.980 0.309 -0.724 0.784 -0.533
H -0.094 0.461 -1.285 0.208 -0.630 0.458
H -1.410 1.375 -0.536 0.077 0.050 -0.096
H -1.605 0.864 -3.671 0.021 0.081 0.217
H 0.330 2.512 0.983 0.249 0.102 -0.128
H 1.492 1.232 0.443 0.028 0.567 -0.399
H -1.228 0.818 1.605 0.167 -0.013 0.516
H 0.332 0.478 2.440 0.226 0.155 -0.069
H -1.233 -1.278 0.658 -0.074 0.036 0.224
H 1.830 -1.228 0.808 -0.115 0.121 -0.184
H 1.766 -3.495 0.104 -0.067 -0.215 0.133
H -1.362 1.272 -3.086 -0.074 -0.076 -0.355
H -0.117 -3.462 0.136 0.172 -0.287 0.076
```
Forces are in eV/Å.

Record 2
61
Properties=species:S:1:pos:R:3:forces:R:3 method="wB97M-V/def2-TZVPD" charge=+1
Ti -0.262 -0.052 0.180 0.297 0.511 -0.661
O 2.702 0.940 2.434 0.062 -0.150 0.017
C 1.635 0.490 2.150 -0.136 -0.081 0.204
N 1.320 -0.531 1.226 0.096 0.016 0.088
C 1.767 -1.847 1.344 -0.126 0.059 0.219
O 2.718 -2.240 1.954 0.074 0.003 -0.078
C 0.768 -2.765 0.681 0.014 -0.031 0.178
C 1.018 -4.104 0.489 -0.001 0.016 -0.004
C 0.018 -4.885 -0.077 0.032 -0.002 0.006
C -1.197 -4.300 -0.396 -0.021 0.034 0.004
C -1.373 -2.947 -0.170 -0.002 -0.023 -0.026
N -0.405 -2.188 0.358 0.129 -0.212 -0.119
C 0.341 1.005 2.772 0.057 -0.112 0.067
C 0.322 1.750 3.930 -0.002 -0.005 -0.010
C -0.915 2.112 4.456 0.034 0.016 0.016
C -2.075 1.740 3.797 -0.008 -0.030 -0.052
C -1.974 1.017 2.618 -0.020 0.038 0.030
N -0.789 0.645 2.131 0.037 0.229 0.241
H 1.980 -4.505 0.778 -0.001 -0.003 0.003
H 0.186 -5.937 -0.264 -0.006 -0.001 0.002
H -2.002 -4.876 -0.831 0.000 -0.003 0.001
H -2.297 -2.443 -0.421 -0.003 -0.006 -0.005
H 1.257 2.011 4.405 -0.003 0.002 0.001
H -0.968 2.676 5.378 -0.003 0.001 -0.001
H -3.050 2.000 4.182 0.001 0.005 0.005
H -2.844 0.724 2.045 -0.006 0.003 0.007
O -0.665 -2.468 -6.219 -0.028 -0.017 0.159
C 0.365 -2.631 -5.548 0.165 0.049 -0.410
O 1.401 -3.286 -5.720 -0.088 0.008 0.131
C 0.366 -1.822 -4.225 -0.063 0.015 0.207
C 1.500 -1.756 -3.420 0.025 -0.036 -0.038
C 1.443 -1.122 -2.198 0.047 0.064 0.038
N 0.305 -0.562 -1.753 -0.265 -0.217 -0.197
C -0.779 -0.575 -2.561 -0.259 -0.012 -0.051
C -0.794 -1.175 -3.792 0.152 0.077 -0.089
C -1.990 0.077 -1.964 0.092 0.016 0.190
O -2.868 0.591 -2.576 -0.254 -0.277 0.062
O -1.942 0.041 -0.585 -0.080 -0.151 -0.341
H 2.398 -2.248 -3.772 0.001 0.001 0.007
H 2.298 -1.060 -1.535 0.003 -0.018 -0.008
H -1.670 -1.188 -4.428 -0.005 0.002 0.006
C -3.746 3.151 -5.044 0.001 0.005 0.002
C -2.713 3.216 -3.962 -0.031 0.060 0.004
C -3.075 3.485 -2.640 0.041 0.040 0.006
C -2.136 3.497 -1.629 -0.002 0.019 -0.043
C -0.801 3.262 -1.952 -0.093 0.056 -0.005
C -0.410 3.016 -3.269 -0.022 -0.026 -0.014
C -1.370 2.987 -4.261 0.034 0.020 -0.004
S 0.485 3.142 -0.782 0.140 -0.075 -0.238
C -0.047 4.144 0.587 -0.057 0.035 0.002
O 0.377 1.707 -0.196 0.002 0.058 0.488
H -4.734 3.413 -4.671 -0.001 0.005 0.000
H -3.793 2.143 -5.457 0.013 -0.011 0.011
H -3.492 3.827 -5.861 0.002 -0.005 -0.003
H -4.116 3.656 -2.401 0.004 0.004 -0.004
H -2.452 3.673 -0.610 0.007 0.023 0.007
H 0.633 2.841 -3.507 0.009 0.013 -0.005
H -1.076 2.779 -5.282 -0.001 0.000 -0.007
H -0.992 3.780 0.985 0.004 -0.004 -0.009
H -0.141 5.167 0.224 0.004 0.009 0.018
H 0.738 4.086 1.339 0.006 -0.006 -0.005

Number 1: LUMO level -2.684 eV, HOMO-LUMO gap 4.7 eV, electronic energy -8457.8007 eV. Number 2: LUMO level -5.125 eV, HOMO-LUMO gap 5.0 eV, electronic energy -82580.2476 eV.